[1]
Below is a cluster of 3 separate species, C26H57N10O5P2S in total, with properties calculated with the ωB97M-V functional and the def2-TZVPD basis.

Geometry as XYZ:
```
101
Properties=species:S:1:pos:R:3:mulliken_charge:R:1
O -2.610 -0.612 -4.835 -0.531
C -2.397 -0.707 -3.385 -0.273
C -1.520 -2.030 -3.089 -0.391
C -2.281 -3.151 -2.238 -0.928
C -2.617 -2.714 -0.727 0.482
C -2.167 -3.669 0.406 -0.528
C -2.470 -3.382 1.890 0.762
C -2.069 -4.351 3.087 -0.890
C -1.000 -3.742 4.113 -0.672
S 0.536 -3.076 3.276 -0.073
C 0.640 -1.348 3.951 0.363
N 0.976 -0.983 5.289 -0.266
N 0.881 0.386 5.275 -0.314
C 0.475 0.836 3.966 -0.056
O 0.323 -0.281 3.080 -0.101
C -3.254 -2.023 2.077 0.544
C -3.734 -1.511 3.509 -0.539
C -3.684 0.084 3.702 -0.427
C -5.168 0.745 3.624 -0.529
O -5.604 1.226 4.936 -0.528
N -3.540 -1.306 0.884 0.431
N -3.288 -1.528 -0.395 -0.880
H -2.752 0.356 -4.985 0.334
H -3.425 -0.771 -2.891 0.222
H -1.765 0.183 -3.050 0.221
H -0.484 -1.807 -2.656 0.330
H -1.320 -2.499 -4.128 0.211
H -1.708 -4.151 -2.189 0.335
H -3.283 -3.407 -2.747 0.348
H -1.625 -4.634 0.108 0.234
H -2.972 -4.749 3.687 0.344
H -1.570 -5.273 2.600 0.375
H -0.643 -4.622 4.771 0.423
H -1.415 -2.966 4.837 0.320
H 0.294 1.920 3.688 0.389
H -3.181 -1.987 4.381 0.008
H -4.839 -1.826 3.614 0.363
H -3.351 0.267 4.794 0.402
H -2.924 0.627 3.051 0.179
H -5.964 -0.030 3.300 0.346
H -5.204 1.640 2.915 0.260
H -6.590 1.279 4.945 0.324
H -4.066 -0.424 1.060 0.324
O 1.941 -4.796 -3.241 -0.770
P 3.438 -4.700 -3.607 0.821
N 3.926 -4.705 -1.982 0.269
C 4.433 -3.671 -1.109 -0.990
C 3.822 -5.976 -1.276 -1.141
N 3.266 -3.195 -4.416 0.201
C 3.556 -1.877 -3.879 -1.064
C 2.057 -3.093 -5.245 -1.034
N 5.160 -4.662 -4.090 0.018
C 5.636 -5.989 -4.493 -1.073
C 6.270 -3.898 -3.566 -1.010
H 5.442 -3.925 -0.764 0.360
H 3.800 -3.549 -0.219 0.208
H 4.502 -2.692 -1.571 0.318
H 4.748 -6.549 -1.383 0.277
H 3.003 -6.583 -1.671 0.326
H 3.619 -5.844 -0.207 0.352
H 3.181 -1.754 -2.859 0.301
H 3.089 -1.079 -4.469 0.431
H 4.619 -1.647 -3.923 0.263
H 1.183 -2.801 -4.653 0.255
H 1.841 -4.048 -5.738 0.314
H 2.193 -2.362 -6.050 0.434
H 5.920 -6.593 -3.622 0.322
H 6.498 -5.917 -5.164 0.342
H 4.854 -6.528 -5.036 0.358
H 6.788 -4.426 -2.757 0.343
H 6.006 -2.915 -3.193 0.302
H 6.997 -3.722 -4.366 0.304
O -0.969 5.463 -1.072 -0.740
P -1.265 6.021 0.335 0.786
N -0.275 7.376 0.104 0.163
C 1.027 7.738 0.619 -1.052
C -0.785 8.409 -0.791 -1.095
N -0.616 4.648 1.143 0.333
C 0.707 4.524 1.729 -1.084
C -0.957 3.364 0.516 -0.916
N -1.702 6.654 1.950 0.043
C -3.016 7.304 1.936 -1.098
C -0.886 7.255 2.980 -1.024
H 0.962 8.662 1.204 0.378
H 1.746 7.912 -0.193 0.297
H 1.473 6.992 1.267 0.313
H -1.375 9.141 -0.232 0.286
H -1.426 7.979 -1.566 0.307
H 0.017 8.939 -1.316 0.371
H 1.488 4.930 1.081 0.333
H 0.984 3.478 1.913 0.384
H 0.756 4.984 2.716 0.250
H -0.275 3.120 -0.306 0.321
H -1.981 3.381 0.126 0.324
H -0.925 2.549 1.250 0.147
H -2.946 8.339 1.577 0.324
H -3.469 7.310 2.933 0.341
H -3.703 6.765 1.278 0.364
H -0.818 8.344 2.869 0.338
H 0.128 6.874 3.035 0.314
H -1.329 7.049 3.961 0.302
```

The calculation puts the molar mass at 683.82 u. The charge is +1. The total energy is -3028.723325 a.u.

[2]
Below is a structure of composition C19H40BBr18IO4S, with properties calculated with the ωB97M-V functional and the def2-TZVPD basis.

Geometry as XYZ:
```
84
Properties=species:S:1:pos:R:3:mulliken_charge:R:1
C 2.879 -1.707 -2.729 -0.682
B 2.186 -0.348 -2.397 0.678
O 2.649 0.824 -2.915 -0.502
O 1.077 -0.226 -1.510 -0.064
S -0.363 -0.499 -2.196 0.504
O -0.684 -1.883 -1.961 -0.570
O -0.014 -0.326 -3.798 -0.436
I -0.145 -1.992 -4.926 0.255
H 3.670 -1.845 -1.984 0.302
H 2.223 -2.575 -2.712 0.274
H 3.391 -1.667 -3.692 0.111
H 2.914 0.698 -3.837 0.026
Br -0.615 3.638 -7.814 -0.170
C -1.923 3.449 -6.382 -0.164
C -1.624 2.261 -5.511 -0.237
Br -2.123 0.601 -6.388 -0.178
H -2.899 3.390 -6.853 0.409
H -1.851 4.368 -5.809 -0.012
H -2.215 2.295 -4.597 0.075
H -0.572 2.181 -5.255 0.250
Br 3.622 -2.175 -6.786 -0.122
C 2.972 -0.386 -7.180 -0.244
C 4.098 0.613 -7.240 -0.583
Br 4.747 1.091 -5.465 -0.140
H 2.231 -0.146 -6.423 -0.018
H 2.485 -0.463 -8.149 0.367
H 3.751 1.546 -7.677 0.365
H 4.954 0.247 -7.796 0.390
Br -1.440 -2.953 3.158 -0.153
C -0.386 -1.329 2.991 -0.576
C 0.396 -1.304 1.706 -0.434
Br 1.948 -2.472 1.798 -0.121
H 0.248 -1.271 3.870 0.391
H -1.108 -0.515 3.009 0.376
H 0.797 -0.310 1.521 0.301
H -0.186 -1.623 0.846 0.203
Br -1.181 2.219 -1.461 0.047
C -2.168 3.832 -0.953 -0.355
C -3.518 3.498 -0.377 -0.804
Br -4.735 2.983 -1.827 -0.117
H -2.233 4.457 -1.836 0.133
H -1.544 4.319 -0.212 0.213
H -3.940 4.370 0.097 0.478
H -3.486 2.673 0.327 0.524
Br 1.658 -7.550 4.814 -0.171
C 2.244 -6.043 3.730 -0.441
C 3.374 -5.302 4.394 -0.583
Br 2.744 -4.192 5.856 -0.082
H 1.374 -5.418 3.554 0.222
H 2.574 -6.477 2.789 0.382
H 3.840 -4.613 3.691 0.248
H 4.127 -5.967 4.803 0.447
Br 0.353 6.226 -0.680 -0.122
C 0.912 5.728 -2.474 -0.466
C 0.356 6.679 -3.500 -0.556
Br -1.536 6.378 -3.835 -0.202
H 0.601 4.697 -2.624 0.197
H 1.998 5.779 -2.468 0.373
H 0.846 6.532 -4.459 0.365
H 0.451 7.717 -3.199 0.401
Br -2.746 -6.924 4.924 -0.122
C -2.059 -7.217 6.717 -0.554
C -1.527 -8.613 6.889 -0.515
Br -2.960 -9.916 7.077 -0.153
H -2.865 -6.984 7.405 0.405
H -1.257 -6.491 6.838 0.312
H -0.949 -8.687 7.807 0.363
H -0.919 -8.933 6.049 0.234
Br 3.309 -0.718 7.887 -0.134
C 5.150 -1.034 7.345 -0.621
C 5.458 -0.395 6.018 -0.563
Br 4.691 -1.411 4.552 -0.083
H 5.293 -2.110 7.334 0.358
H 5.760 -0.594 8.131 0.354
H 6.531 -0.389 5.839 0.330
H 5.074 0.617 5.936 0.363
Br -6.207 3.633 0.567 -0.071
C -7.353 5.109 1.140 -0.637
C -8.693 4.635 1.635 -0.600
Br -9.856 4.113 0.167 -0.136
H -7.431 5.780 0.291 0.399
H -6.811 5.603 1.945 0.353
H -9.218 5.440 2.145 0.359
H -8.615 3.778 2.295 0.353
```

The calculation puts the molar mass at 1940.58 u. The total energy is -48101.941886 a.u.

[3]
Below is a structure of composition C21H21Cl5N2O6V, with properties calculated with the ωB97M-V functional and the def2-TZVPD basis.

Geometry as XYZ:
```
56
Properties=species:S:1:pos:R:3:lowdin_spin:R:1
V -0.217 0.372 0.518 2.752
O 1.667 0.132 2.286 0.006
C 1.037 -0.621 3.309 0.001
C 0.074 -1.667 2.790 0.004
N -1.008 -1.145 1.927 0.013
C -1.796 -2.307 1.426 0.008
C -1.085 -3.551 0.835 0.000
O -1.888 -4.496 0.690 0.000
O 0.127 -3.495 0.554 0.001
C -1.940 -0.292 2.704 0.009
C -1.402 1.108 3.024 0.008
O -1.728 1.646 4.079 0.007
O -0.668 1.612 2.103 0.019
H 2.082 -0.451 1.618 0.001
H 0.552 0.104 3.963 0.000
H 1.787 -1.152 3.912 0.000
H -0.372 -2.197 3.648 0.000
H 0.609 -2.399 2.181 0.000
H -2.469 -1.932 0.652 0.001
H -2.423 -2.678 2.246 0.001
H -2.235 -0.796 3.634 0.001
H -2.834 -0.135 2.093 0.001
C 1.181 1.930 -1.914 0.004
N 0.760 2.125 -0.529 0.011
C 1.901 2.581 0.271 0.005
C -0.332 3.117 -0.472 0.007
C -1.651 2.494 -0.887 0.014
C -2.594 3.264 -1.554 -0.001
C -3.839 2.733 -1.875 0.019
C -4.113 1.420 -1.523 -0.002
C -3.147 0.659 -0.865 0.016
C -1.881 1.149 -0.506 0.000
H 1.585 2.871 -2.320 0.000
H 0.327 1.617 -2.513 0.000
H 1.951 1.161 -1.956 0.000
H 2.288 3.534 -0.123 0.000
H 2.683 1.823 0.231 0.000
H 1.584 2.705 1.305 0.001
H -0.083 3.992 -1.095 0.001
H -0.409 3.441 0.568 0.001
H -2.357 4.289 -1.831 -0.001
H -4.577 3.334 -2.396 0.002
H -5.075 0.982 -1.769 -0.001
H -3.405 -0.371 -0.627 0.001
Cl 3.017 -3.860 -4.947 0.000
C 2.883 -2.949 -3.475 0.000
C 1.650 -2.444 -3.057 0.003
Cl 0.238 -2.740 -4.016 0.001
C 1.550 -1.714 -1.894 0.013
Cl 0.003 -1.093 -1.380 0.044
C 2.667 -1.415 -1.065 0.003
O 2.575 -0.696 -0.035 0.020
C 3.904 -1.958 -1.524 0.002
Cl 5.296 -1.628 -0.544 0.000
C 4.003 -2.697 -2.688 0.001
Cl 5.549 -3.313 -3.187 0.000
```

The calculation puts the molar mass at 625.62 u. The charge is -2. The value obtained for the energy above the lowest of the compared OMol25 structures with the same formula, charge and spin is 6.4 kcal/mol. As for the spin multiplicity: 4.

[4]
Below is a structure of composition C29H34Ge2KNS, with properties calculated with the ωB97M-V functional and the def2-TZVPD basis.

Geometry as XYZ:
```
68
Properties=species:S:1:pos:R:3:mulliken_charge:R:1
K 0.326 0.016 -0.490 0.874
C -0.831 -0.093 4.798 -1.320
C -0.709 -0.189 3.273 -0.210
Ge 0.481 1.189 2.579 0.240
C 2.302 0.463 2.468 0.283
C 2.984 0.422 3.840 -1.444
C 0.434 2.863 3.593 0.008
C 0.062 3.853 2.759 -0.764
Ge -0.032 2.984 0.989 -0.480
C 1.535 3.353 -0.158 -0.151
C 1.909 4.823 -0.372 -1.257
C -1.663 3.116 -0.076 -0.332
C -2.079 4.544 -0.442 -1.214
C -0.199 5.266 3.143 0.538
C -0.339 5.642 4.481 -0.431
C -0.583 6.960 4.830 -0.733
C -0.702 7.936 3.846 -0.417
C -0.583 7.576 2.513 -1.071
C -0.341 6.252 2.171 0.287
H -1.378 -0.949 5.201 0.377
H -1.368 0.810 5.095 0.356
H 0.140 -0.065 5.297 0.261
H -1.685 -0.116 2.794 0.352
H -0.299 -1.151 2.957 0.226
H 2.896 1.059 1.769 0.172
H 2.238 -0.545 2.047 -0.002
H 3.017 1.410 4.305 0.325
H 4.011 0.059 3.761 0.414
H 2.461 -0.245 4.528 0.287
H 0.628 3.035 4.652 0.378
H 1.355 2.877 -1.129 0.370
H 2.378 2.824 0.293 0.200
H 1.111 5.385 -0.860 0.247
H 2.798 4.917 -1.000 0.398
H 2.125 5.318 0.575 0.317
H -2.464 2.608 0.464 0.428
H -1.490 2.533 -0.987 0.355
H -2.315 5.131 0.446 0.339
H -2.965 4.543 -1.080 0.391
H -1.293 5.074 -0.984 0.253
H -0.266 4.890 5.257 0.321
H -0.689 7.230 5.873 0.385
H -0.899 8.965 4.119 0.384
H -0.684 8.324 1.737 0.385
H -0.265 5.981 1.126 0.461
S 1.682 -4.673 0.226 -0.416
C 3.188 -3.842 0.081 0.965
C 4.484 -4.348 0.117 -0.674
C 5.538 -3.463 -0.018 -0.449
C 5.302 -2.094 -0.185 -0.769
C 4.014 -1.597 -0.219 -0.171
C 2.941 -2.479 -0.085 -0.547
N 1.597 -2.117 -0.097 0.017
C 0.818 -3.153 0.052 0.320
C -0.670 -3.128 0.102 1.139
C -1.328 -4.365 0.175 -0.799
C -2.706 -4.412 0.258 -0.695
C -3.415 -3.213 0.262 -0.603
C -2.736 -2.005 0.179 -0.269
C -1.334 -1.882 0.097 -0.749
H 4.664 -5.407 0.248 0.400
H 6.554 -3.834 0.008 0.377
H 6.140 -1.417 -0.288 0.385
H 3.833 -0.535 -0.341 0.337
H -0.778 -5.302 0.165 0.302
H -3.220 -5.362 0.317 0.379
H -4.498 -3.231 0.327 0.377
H -3.348 -1.103 0.181 0.355
```

The calculation puts the molar mass at 612.98 u. The value obtained for the energy above the lowest of the compared OMol25 structures with the same formula, charge and spin is 6.7 kcal/mol.

[5]
Below is a cluster of 4 separate species, C4H10O in total, with properties calculated with the ωB97M-V functional and the def2-TZVPD basis.

Geometry as XYZ:
```
15
Properties=species:S:1:pos:R:3:mulliken_charge:R:1
C -0.531 -1.798 1.104 -0.926
C -1.081 -0.566 0.393 0.066
O -0.899 0.579 0.865 -0.549
C 0.607 1.843 -0.083 -0.218
C 1.088 1.217 -1.200 -0.680
H -0.588 -2.697 0.480 0.341
H -1.122 -1.974 2.012 0.290
H 0.507 -1.631 1.407 0.257
H -0.224 -0.680 -0.837 0.126
H -1.978 -0.741 -0.234 0.364
H 1.136 1.799 0.862 0.220
H -0.187 2.579 -0.152 0.209
H 2.072 0.755 -1.188 0.318
H 0.725 1.512 -2.185 0.304
H 0.354 -0.090 -1.137 -0.121
```

The calculation puts the molar mass at 74.12 u. The value obtained for the energy above the lowest of the compared OMol25 structures with the same formula, charge and spin is 92.9 kcal/mol.